Arrangement 1

Density functional theory data (ωB97M-V/def2-TZVPD) for one molecule with the formula C3H8N2OS.

The calculation puts the frontier orbital gap at 9.52 eV. As for the structure (SMILES): NC(=O)[C@@H](N)CS.

```
! RIJCOSX wB97M-V def2-TZVPD def2/J DEFGRID3
* xyz 0 1
N 0.3998 -1.5647 0.2014
C -0.3252 -0.3287 -0.0185
C 0.4547 0.8323 0.5819
S 0.5892 0.7359 2.4284
C -0.5206 0.0139 -1.5210
N -0.8537 -1.0414 -2.3170
O -0.3825 1.1293 -1.9751
H -0.0265 -2.4161 -0.1221
H 1.3968 -1.4816 0.1159
H -1.3137 -0.4229 0.4365
H -0.0053 1.7967 0.3838
H 1.4631 0.8679 0.1869
H -0.0318 -0.4407 2.5635
H -0.9541 -1.9768 -1.9759
H -0.9773 -0.8913 -3.3030
*
```

***

Arrangement 2

Density functional theory data (ωB97M-V/def2-TZVPD) for one molecule with the formula C3H8N2OS.

The calculation puts the frontier orbital gap at 10.14 eV. As for the structure (SMILES): NC(=O)NCCS.

```
! RIJCOSX wB97M-V def2-TZVPD def2/J DEFGRID3
* xyz 0 1
C 0.3907 0.6033 0.5980
C -0.8125 1.3888 0.1435
S -0.7040 3.1642 -0.2510
N -0.0673 -0.7625 0.9487
C 0.2671 -1.8354 0.1375
N 0.6310 -1.6332 -1.1746
O 0.2287 -2.9466 0.6099
H 1.1844 0.5578 -0.2131
H 0.9787 1.1261 1.3756
H -1.7024 1.2856 0.8626
H -1.4097 0.8103 -0.6412
H 0.2270 2.7626 -1.0311
H -0.1947 -1.1083 1.9387
H 0.7758 -2.4929 -1.6653
H 0.2072 -0.9198 -1.6384
*
```

***

Arrangement 3

Density functional theory data (ωB97M-V/def2-TZVPD) for a 2-piece molecular cluster, C3H8N2OS overall.

The calculation puts the frontier orbital gap (alpha / beta) at 8.38 / 8.38 eV.

```
! RIJCOSX wB97M-V def2-TZVPD def2/J DEFGRID3
* xyz 0 1
C 0.8487 1.8665 -0.4207
C -2.0408 0.5090 0.5629
C -1.4080 -1.6370 -0.0717
N 1.3051 0.6955 -0.1680
N 1.0296 -0.2098 0.7016
O -1.9060 -0.4228 -0.3619
S -2.7157 1.9838 0.3294
H 0.2161 2.3635 0.2188
H 1.3400 2.3385 -1.2492
H -1.8016 0.1750 1.4645
H -0.3195 -1.6836 -0.1479
H -2.0116 -2.3653 -0.8031
H -1.6856 -1.9842 0.9336
H 1.9576 0.3681 -0.9373
H 0.2022 0.2579 1.2168
*
```

***

Arrangement 4

Density functional theory data (ωB97M-V/def2-TZVPD) for one molecule with the formula C3H8N2OS.

The calculation puts the frontier orbital gap at 9.11 eV. As for the structure (SMILES): CCNC(=S)NO.

```
! RIJCOSX wB97M-V def2-TZVPD def2/J DEFGRID3
* xyz 0 1
C 2.2141 0.8234 -0.0578
C 1.0579 -0.0748 0.0102
C -1.4720 0.1030 -0.1695
H 2.1262 1.4544 -0.9826
H 2.1745 1.5566 0.7341
H 3.2441 0.3708 -0.0675
H 1.0518 -0.6641 0.9481
H 1.1696 -0.8317 -0.7752
H -0.2595 1.6037 0.1679
H -0.7228 -1.7287 0.1061
H -3.2965 -1.2783 0.4229
N -0.2236 0.6597 -0.2029
N -1.5364 -1.2219 -0.1746
O -2.6935 -1.9314 0.0753
S -2.8337 1.1592 -0.0342
*
```

***

Relative calculated energies, zero for the most stable structure, unit kJ/mol: arrangement 1 0.0; arrangement 2 37.2; arrangement 3 450.2; arrangement 4 181.7.

***

Arrangement 1

Density functional theory data (ωB97M-V/def2-TZVPD) for a 2-piece molecular cluster, C3H8N2OS overall.

The calculation puts the frontier orbital gap at 8.53 eV.

```
! RIJCOSX wB97M-V def2-TZVPD def2/J DEFGRID3
* xyz 0 1
C -2.7213 -0.7166 -0.0969
C 0.4356 0.5626 -0.0692
C 1.3225 1.7369 -0.0521
H -2.7934 -1.8914 -0.0125
H -3.0112 -0.1090 0.7119
H -3.4455 -0.4321 -0.9151
H 2.6898 1.3420 -0.5065
H 1.4682 1.6766 1.2064
H 0.8564 2.7691 -0.6165
H 0.3712 -1.3510 -0.5512
H 3.0778 -1.8750 1.1657
N -0.8568 0.5412 -0.0904
N 1.1101 -0.6146 0.0941
O -1.3124 -0.7253 -0.0602
S 2.8092 -0.9134 -0.2077
*
```

***

Arrangement 2

Density functional theory data (ωB97M-V/def2-TZVPD) for C3H8N2OS as an isolated structure.

The calculation puts the frontier orbital gap at 9.22 eV.

```
! RIJCOSX wB97M-V def2-TZVPD def2/J DEFGRID3
* xyz 0 1
C 0.8589 -0.9460 1.1878
C -0.6460 -0.9975 0.8831
C 0.8310 0.1603 0.2411
N -0.5232 0.4511 0.6637
N 1.8197 0.6989 -2.3960
O -0.4020 -0.3953 -2.0827
S 0.9325 -0.5886 -1.5761
H 1.1435 -0.6697 2.1952
H 1.2983 -1.8900 0.9361
H -0.8003 -1.6058 0.0300
H -1.2725 -1.1294 1.7037
H 1.6606 0.9674 0.3132
H -1.1219 0.9733 -0.0186
H 2.5472 1.0661 -1.8236
H 2.0692 0.4444 -3.3868
*
```

***

Relative calculated energies, zero for the most stable structure, unit kJ/mol: arrangement 1 450.5; arrangement 2 0.0.

***

Arrangement 1

Density functional theory data (ωB97M-V/def2-TZVPD) for one molecule with the formula C5H12O2.

The calculation puts the frontier orbital gap at 10.19 eV. As for the structure (SMILES): CC[C@@H](O)CCO.

```
! RIJCOSX wB97M-V def2-TZVPD def2/J DEFGRID3
* xyz 0 1
C -0.9807 -1.6000 1.6951
C -1.4829 -0.3768 0.9276
C -0.1652 0.0030 0.2249
O 0.5187 -1.2493 -0.2884
C -0.2406 0.8305 -1.0226
C 1.1012 1.4838 -1.2944
O 2.1535 0.5277 -1.2053
H -1.6468 -2.4516 1.6093
H -0.0537 -1.8871 1.1063
H -0.7417 -1.3507 2.7332
H -1.8945 0.4331 1.5688
H -2.2928 -0.6004 0.2202
H 0.4498 0.4613 1.0223
H 1.4846 -1.1367 -0.2720
H -1.0154 1.6037 -0.9795
H -0.5107 0.1168 -1.8087
H 1.2551 2.2717 -0.5408
H 1.0817 1.9426 -2.2880
H 2.9804 0.9782 -1.4080
*
```

***

Arrangement 2

Density functional theory data (ωB97M-V/def2-TZVPD) for a 2-piece molecular cluster, C5H12O2 overall.

The calculation puts the frontier orbital gap (alpha / beta) at 8.17 / 8.03 eV.

```
! RIJCOSX wB97M-V def2-TZVPD def2/J DEFGRID3
* xyz 0 1
C -1.1625 -0.9675 2.3958
O -0.4252 -0.9768 1.3154
C -0.3906 -0.0517 0.3980
C 0.4260 -0.2760 -0.8315
C -0.3394 0.2059 -2.0635
C 1.7802 0.4380 -0.7342
O 2.5911 -0.0716 0.2978
H -1.5025 -0.0244 2.8060
H -2.7143 -0.7373 1.0613
H -1.0293 -1.8473 3.0080
H -2.5568 -0.4238 0.3703
H -0.7733 0.9265 0.6717
H 0.6302 -1.3482 -0.9227
H 0.2532 0.0555 -2.9714
H -0.5772 1.2729 -1.9809
H -1.2815 -0.3375 -2.1694
H 2.3435 0.2934 -1.6604
H 1.6016 1.5206 -0.6136
H 2.0531 -0.0824 1.0994
*
```

***

Arrangement 3

Density functional theory data (ωB97M-V/def2-TZVPD) for a 2-piece molecular cluster, C5H12O2 overall.

The calculation puts the frontier orbital gap at 10.33 eV. As for the structure (SMILES): C1CCOCC1.O.

```
! RIJCOSX wB97M-V def2-TZVPD def2/J DEFGRID3
* xyz 0 1
O -0.4811 0.1932 1.2329
C 0.0354 -1.0961 1.3634
C -1.0667 0.3761 -0.0434
C 1.1322 -1.4313 0.4071
C 0.1101 0.2378 -1.1137
C 0.6225 -1.1533 -0.9896
H 0.6130 -1.1427 2.3065
H -0.7488 -1.8760 1.4100
H -1.5197 1.3855 -0.0797
H -1.8434 -0.3525 -0.3454
H 2.0067 -0.7920 0.6349
H 1.4288 -2.4830 0.5841
H -0.2102 0.2438 -2.1734
H 0.8327 1.0651 -0.9759
H -0.1710 -1.8939 -1.2075
H 1.4140 -1.2733 -1.7543
O -1.1077 3.2943 0.3370
H -0.3590 2.7553 0.6794
H -0.6880 3.9430 -0.2723
*
```

***

Arrangement 4

Density functional theory data (ωB97M-V/def2-TZVPD) for a 2-piece molecular cluster, C5H12O2 overall.

The calculation puts the frontier orbital gap at 9.25 eV. As for the structure (SMILES): CC/C=C/CO.O.

```
! RIJCOSX wB97M-V def2-TZVPD def2/J DEFGRID3
* xyz 0 1
C -0.7874 2.0407 -1.8463
C -0.0020 1.1361 -0.9116
C -0.7094 -0.8733 2.2749
O 0.4879 -1.6247 2.5243
C -0.3581 0.3505 1.5098
C -0.7813 0.6221 0.2630
H -1.3697 1.4793 -2.5815
H -0.1893 2.7307 -2.4412
H -1.4904 2.6805 -1.3173
H 0.8625 1.6947 -0.5299
H 0.2862 0.1962 -1.3743
H -1.4260 -1.4374 1.6797
H -1.1121 -0.6946 3.2756
H 0.3523 -2.4977 2.1429
H 0.4258 1.0452 1.8278
H -1.8675 0.5838 0.0993
H 3.1531 -1.9711 -1.3944
H 2.0253 -2.8095 -2.0121
O 2.5002 -2.6516 -1.1888
*
```

***

Relative calculated energies, zero for the most stable structure, unit kJ/mol: arrangement 1 50.4; arrangement 2 349.4; arrangement 3 0.0; arrangement 4 129.0.

***

Arrangement 1

Density functional theory data (ωB97M-V/def2-TZVPD) for an isolated ion of composition C10H16N and charge +1.

The calculation puts the frontier orbital gap at 9.74 eV. As for the structure (SMILES): C=[N+]1C[C@]12C[C@]2(C)C1CCC1.

```
! RIJCOSX wB97M-V def2-TZVPD def2/J DEFGRID3
* xyz 1 1
C -1.9778 2.1139 1.3747
C 2.2655 1.2299 -1.4636
C 1.9860 -0.3553 -1.3458
C 0.9915 1.5705 -0.6707
C 0.1898 -0.9586 1.5927
C -2.5276 -0.4199 1.4502
C 0.5536 0.0264 -1.0278
C -0.1013 -0.9171 -0.0180
C -1.1198 -0.6699 1.0069
C -0.1672 -2.2757 -0.6583
N -1.9168 0.8906 1.2644
H -1.2436 2.7998 1.0857
H -2.8912 2.6208 1.6418
H 3.1343 1.7197 -1.1095
H 2.2596 1.4690 -2.6159
H 2.2380 -0.7974 -2.3047
H 2.4464 -0.8217 -0.5204
H 1.4384 1.8999 0.3594
H 0.4459 2.3762 -1.1624
H 0.1605 -1.9548 2.1191
H 0.6985 -0.2426 2.2358
H -3.4080 -0.6151 0.7706
H -2.7802 -0.7663 2.5365
H 0.0089 0.2516 -1.9499
H 0.2659 -3.0833 -0.0507
H 0.2550 -2.3651 -1.6865
H -1.2043 -2.7255 -0.8536
*
```

***

Arrangement 2

Density functional theory data (ωB97M-V/def2-TZVPD) for an isolated ion of composition C10H16N and charge +1.

The calculation puts the frontier orbital gap at 8.77 eV. As for the structure (SMILES): C=[N+](C)[C@@]12CCC=C1CCC2.

```
! RIJCOSX wB97M-V def2-TZVPD def2/J DEFGRID3
* xyz 1 1
C -0.1729 2.2741 0.8735
C 1.0042 2.1254 -0.0380
C -1.1939 1.2421 0.2986
C 0.9635 -1.1095 -1.8675
C 1.7656 0.2841 -1.6535
C -0.4943 -0.7374 -1.4725
C 0.9509 0.9775 -0.6994
C -0.3086 0.0821 -0.2174
C -1.6384 -1.6934 1.4396
C 0.6079 -0.8789 1.9201
N -0.3671 -0.8864 1.1105
H -0.6309 3.2896 0.7445
H 1.7301 2.8778 -0.0555
H -1.8658 0.9587 1.0995
H -1.9022 1.5673 -0.4701
H 1.1478 -1.6221 -2.9325
H 1.4550 -1.8767 -1.2241
H 2.8276 0.0919 -1.3771
H 1.9204 0.5696 -2.7074
H -1.1106 -0.2624 -2.2335
H -1.0614 -1.8118 -1.2928
H -2.0337 -1.2837 2.3575
H -2.3900 -1.4094 0.6713
H -1.3848 -2.7356 1.4195
H 0.6323 -1.6993 2.6801
H -0.0488 2.1165 1.8469
H 1.5980 -0.4501 1.7796
*
```

***

Relative calculated energies, zero for the most stable structure, unit kJ/mol: arrangement 1 288.1; arrangement 2 0.0.

***

Arrangement 1

Density functional theory data (ωB97M-V/def2-TZVPD) for a 2-piece molecular cluster, CH2O4S overall.

The calculation puts the frontier orbital gap at 10.71 eV.

```
! RIJCOSX wB97M-V def2-TZVPD def2/J DEFGRID3
* xyz 0 1
C 0.6910 0.3247 0.4403
O -1.4251 0.0197 3.1349
O -1.2094 -1.9761 1.8676
O 0.9893 -0.0634 1.4956
O -0.8315 -0.0185 -0.2939
S -0.5738 -1.1224 2.8522
H 1.2289 0.6843 -0.3893
H -1.0072 -0.8595 0.0489
*
```

***

Arrangement 2

Density functional theory data (ωB97M-V/def2-TZVPD) for one molecule with the formula CH2O4S.

The calculation puts the frontier orbital gap at 11.34 eV.

```
! RIJCOSX wB97M-V def2-TZVPD def2/J DEFGRID3
* xyz 0 1
C 1.1705 -0.7098 -0.0891
O -0.8412 1.4387 -0.3171
O 0.0027 -1.0900 -0.5500
O -1.9110 -0.4439 0.9380
O 1.3610 0.3472 0.4362
S -1.4725 -0.0672 -0.3762
H 1.8795 -1.4389 -0.2088
H -0.1890 1.9639 0.1671
*
```

***

Relative calculated energies, zero for the most stable structure, unit kJ/mol: arrangement 1 83.6; arrangement 2 0.0.

***

Arrangement 1

Density functional theory data (ωB97M-V/def2-TZVPD) for a 3-piece molecular cluster, C3H11NO3 overall.

The calculation puts the frontier orbital gap at 10.15 eV. As for the structure (SMILES): CCC(N)=O.O.O.

```
! RIJCOSX wB97M-V def2-TZVPD def2/J DEFGRID3
* xyz 0 1
C 0.1111 -1.4588 1.7660
C 1.0610 -1.8870 0.5409
C 1.3294 -0.6922 -0.4610
N 0.1670 -0.1015 -0.8693
O 2.4150 -0.2792 -0.9296
H -0.6899 -2.2500 2.1061
H -0.6270 -0.6104 1.6848
H 0.6803 -0.9893 2.5631
H 2.0290 -1.7981 0.9283
H 0.7491 -2.8171 -0.0127
H -0.6824 -0.4390 -0.4367
H -0.0136 -0.1111 -1.8727
H -2.7063 -3.2355 -2.0973
H -1.2812 -2.8555 -2.1608
O -2.1081 -2.7302 -2.6468
H -0.0917 7.3134 -0.2173
H -0.5214 7.5212 1.3792
O 0.1796 7.4202 0.7359
*
```

***

Arrangement 2

Density functional theory data (ωB97M-V/def2-TZVPD) for a 3-piece molecular cluster, C3H11NO3 overall.

The calculation puts the frontier orbital gap at 9.70 eV. As for the structure (SMILES): CNC(C)=O.O.O.

```
! RIJCOSX wB97M-V def2-TZVPD def2/J DEFGRID3
* xyz 0 1
C -1.8067 0.4032 -0.0688
C -2.0331 0.1847 1.3903
N -0.9956 -0.2771 2.1663
C -0.0156 -1.1001 1.4302
O -2.9983 0.6300 2.1357
H -2.4889 1.2106 -0.4591
H -1.9852 -0.4574 -0.7629
H -0.8220 0.9590 -0.2017
H -1.4279 -0.9193 2.9088
H -0.4569 -1.8629 0.7160
H 0.6820 -0.5225 0.8740
H 0.5581 -1.5818 2.1644
H 3.6446 2.1038 -1.4602
H 2.8092 2.1150 -2.6539
O 3.0934 1.4648 -1.9353
H 2.0275 -0.4525 -1.7775
H 0.8273 -0.7660 -2.5303
O 1.3884 -1.1315 -1.9361
*
```

***

Relative calculated energies, zero for the most stable structure, unit kJ/mol: arrangement 1 23.6; arrangement 2 0.0.